DFT (ωB97M-V/def2-TZVPD) results for a 6-piece molecular cluster, C28H44O13 overall at a distorted geometry.

Computed properties:
Energy above the lowest of the compared OMol25 structures with the same formula, charge and spin   95.3 kcal per mole
2S+1   1
SMILES string   C#C[C@H](COCCCO)OC.O=C1CCCO1.O=C1CCCO1.O=C1CCCO1.O=C1CCCO1.O=C1CCCO1

```
85
C28H44O13 | the Open Molecules 2025 dataset | ωB97M-V/def2-TZVPD
C 4.619 -1.925 0.578
C 3.954 -0.968 0.190
C 2.936 0.145 -0.314
C 2.315 -0.403 -1.675
O 1.314 -1.399 -1.326
C -0.005 -0.958 -1.715
C -0.686 0.049 -0.684
C -0.301 1.594 -0.926
O -0.658 2.305 0.311
O 3.573 1.421 -0.419
C 4.798 1.368 -1.175
H 4.855 -2.982 0.887
H 2.068 0.270 0.413
H 1.870 0.422 -2.329
H 3.102 -0.911 -2.315
H -0.010 -0.574 -2.791
H -0.662 -1.894 -1.726
H -1.817 -0.037 -0.834
H -0.475 -0.212 0.405
H 0.802 1.779 -1.061
H -0.952 1.983 -1.767
H -1.634 2.343 0.406
H 4.722 0.765 -2.138
H 5.011 2.438 -1.513
H 5.688 1.050 -0.542
O -4.014 1.468 1.245
C -3.702 0.510 1.910
C -4.527 -0.737 2.087
C -3.864 -1.392 3.284
C -2.435 -0.914 3.167
O -2.519 0.393 2.578
H -4.438 -1.354 1.189
H -5.564 -0.493 2.284
H -3.956 -2.479 3.296
H -4.306 -1.008 4.201
H -1.834 -1.553 2.513
H -1.947 -0.847 4.140
O 7.343 -1.762 -2.827
C 7.664 -2.710 -2.164
C 6.855 -3.968 -1.973
C 7.533 -4.604 -0.775
C 8.957 -4.108 -0.907
O 8.850 -2.810 -1.506
H 6.943 -4.588 -2.868
H 5.811 -3.736 -1.767
H 7.456 -5.692 -0.753
H 7.090 -4.216 0.147
H 9.560 -4.745 -1.561
H 9.453 -4.025 0.060
O 1.633 -6.013 -1.662
C 1.282 -5.469 -2.672
C 1.017 -3.994 -2.837
C 0.250 -3.952 -4.144
C 0.795 -5.157 -4.880
O 1.108 -6.113 -3.860
H 1.970 -3.467 -2.907
H 0.426 -3.608 -2.011
H 0.372 -3.019 -4.696
H -0.818 -4.090 -3.947
H 1.710 -4.927 -5.434
H 0.063 -5.582 -5.568
O -5.938 0.203 4.079
C -6.385 1.323 4.070
C -5.592 2.591 4.254
C -6.680 3.607 4.543
C -7.863 3.036 3.792
O -7.691 1.612 3.844
H -5.060 2.816 3.327
H -4.895 2.500 5.086
H -6.425 4.622 4.237
H -6.893 3.622 5.616
H -7.879 3.347 2.744
H -8.811 3.308 4.256
O -4.611 6.531 0.001
C -3.430 6.387 0.161
C -2.490 5.675 -0.780
C -1.269 5.461 0.093
C -1.341 6.631 1.048
O -2.741 6.891 1.221
H -2.275 6.328 -1.629
H -2.915 4.731 -1.118
H -0.333 5.418 -0.466
H -1.373 4.525 0.645
H -0.867 7.530 0.642
H -0.889 6.399 2.013
```

These are the Mulliken partial charges, in e, on atoms 1 to 5:
1 C -0.121
2 C -0.845
3 C 0.664
4 C -0.755
5 O -0.308

---

DFT (ωB97M-V/def2-TZVPD) results for a 5-piece molecular cluster, C28H45B2F14N2O17PS overall at a distorted geometry.

Computed properties:
2S+1   1
SMILES string   COB(O)[C@H](CO[C@H](CCC(F)(F)C(F)(F)C(F)(F)C(F)(F)S(F)(F)(F)(F)F)[PH2]=N)N(B(O)O)[C@H](C)F.C[C@@H]1COC(=O)O1.C[C@@H]1COC(=O)O1.C[C@@H]1COC(=O)O1.C[C@@H]1COC(=O)O1

```
110
C28H45B2F14N2O17PS | the Open Molecules 2025 dataset | ωB97M-V/def2-TZVPD
C 2.303 2.313 2.944
O 2.439 0.906 2.758
B 2.611 0.402 1.491
O 3.161 1.153 0.477
C 2.124 -1.081 1.191
C 1.289 -1.648 2.337
O 0.836 -2.969 2.041
C -0.442 -3.020 1.448
C -1.583 -3.020 2.495
C -2.613 -1.926 2.186
C -3.551 -1.658 3.343
F -2.816 -1.505 4.486
F -4.385 -2.714 3.562
C -4.441 -0.361 3.259
F -5.581 -0.557 3.958
F -3.753 0.653 3.828
C -4.885 0.196 1.865
F -3.783 0.532 1.167
F -5.577 1.331 2.115
C -5.863 -0.734 1.054
F -5.542 -2.013 1.227
F -7.077 -0.547 1.553
S -5.919 -0.406 -0.836
F -4.372 -0.730 -0.920
F -6.272 -1.928 -1.109
F -7.477 -0.080 -0.792
F -5.631 1.132 -0.577
F -5.920 -0.123 -2.392
P -0.422 -4.472 0.317
N -0.354 -4.091 -1.205
N 3.205 -2.045 0.846
B 4.503 -1.677 1.445
O 5.576 -1.131 0.782
O 4.593 -1.775 2.815
C 3.194 -2.459 -0.520
C 4.013 -3.722 -0.788
F 3.632 -1.443 -1.411
H 3.274 2.814 2.937
H 1.819 2.464 3.908
H 1.683 2.756 2.162
H 3.893 1.692 0.795
H 1.476 -1.006 0.305
H 1.888 -1.696 3.249
H 0.443 -0.981 2.551
H -0.566 -2.183 0.745
H -1.111 -2.859 3.463
H -2.080 -3.994 2.520
H -2.074 -1.000 1.969
H -3.163 -2.201 1.289
H -1.558 -5.224 0.677
H 0.684 -5.198 0.793
H -1.130 -4.464 -1.738
H 5.866 -1.618 0.001
H 5.522 -1.678 3.055
H 2.149 -2.650 -0.792
H 4.878 -3.516 -1.419
H 4.332 -4.211 0.133
H 3.381 -4.426 -1.336
C -6.930 4.700 -0.254
C -6.838 5.084 -1.708
C -6.019 4.150 -2.570
O -5.553 5.021 -3.607
C -5.505 6.274 -3.099
O -4.997 7.204 -3.635
O -6.118 6.320 -1.892
H -7.520 5.426 0.304
H -7.402 3.722 -0.158
H -5.938 4.661 0.198
H -7.837 5.222 -2.130
H -6.604 3.337 -2.993
H -5.156 3.743 -2.037
C 5.517 -7.858 3.918
C 5.267 -7.421 2.499
C 5.743 -8.374 1.422
O 6.026 -7.483 0.334
C 6.320 -6.270 0.858
O 6.759 -5.353 0.244
O 6.032 -6.244 2.177
H 5.160 -7.106 4.620
H 4.997 -8.795 4.119
H 6.584 -7.998 4.092
H 4.212 -7.173 2.351
H 5.000 -9.106 1.118
H 6.668 -8.882 1.705
C 10.543 -2.762 -2.727
C 9.367 -3.239 -1.915
C 8.032 -2.632 -2.284
O 7.317 -2.680 -1.042
C 8.245 -2.664 -0.031
O 7.998 -2.510 1.116
O 9.484 -2.830 -0.541
H 11.462 -3.235 -2.386
H 10.396 -3.007 -3.779
H 10.664 -1.683 -2.627
H 9.303 -4.330 -1.924
H 7.497 -3.204 -3.038
H 8.114 -1.590 -2.601
C -5.692 10.100 -4.408
C -6.096 11.549 -4.402
C -6.648 12.068 -3.091
O -7.533 13.111 -3.521
C -7.941 12.816 -4.780
O -8.813 13.380 -5.356
O -7.217 11.789 -5.278
H -5.323 9.802 -5.387
H -4.906 9.918 -3.677
H -6.542 9.462 -4.167
H -5.275 12.185 -4.746
H -5.893 12.474 -2.424
H -7.233 11.308 -2.567
```

These are the Mulliken partial charges, in e, on atoms 1 to 5:
1 C -0.860
2 O -0.457
3 B 0.589
4 O -0.518
5 C -0.666

---

| no. | HOMO (Ha) |
| --- | --- |
| 1 | -0.3574 |
| 2 | -0.3226 |